Computed, not measured: a 20-piece molecular cluster, H41O20 overall in a non-equilibrium geometry, with ωB97M-V/def2-TZVPD.

The geometry in XYZ format:
```
61
Properties=species:S:1:pos:R:3:forces:R:3
O 4.01373 0.65891 2.31598 0.9 -1.9 -0.3
H 4.32297 1.53796 2.12036 -0.5 0.6 0.7
O 0.04205 1.96374 -1.68156 0.3 0.6 1.1
H -0.57078 1.30738 -1.34124 0.0 -0.3 -0.6
H 0.18572 1.88656 -2.62577 -0.3 -0.4 0.1
O -4.36525 -0.68623 -2.79735 -1.4 -0.3 -0.9
H -4.97448 -0.45706 -3.54492 1.0 0.1 0.7
H -4.89008 -1.40756 -2.40894 0.4 0.3 0.2
O -2.34876 1.96027 -3.57352 0.0 -0.2 0.5
H -2.49435 2.31847 -2.68582 0.2 0.6 0.0
H -2.51614 1.03691 -3.36365 -0.1 -0.5 -0.5
O -2.78524 3.19293 -0.69566 0.0 -0.1 -0.3
H 0.77907 0.90214 2.89380 0.4 -0.2 -0.1
H -2.15072 3.91216 -0.67561 0.3 0.2 0.0
O 1.48823 0.32949 3.23359 -0.1 0.9 0.6
H 5.24969 -1.60445 -0.36299 0.4 0.6 -1.1
H 1.02466 -0.44438 3.55372 0.1 -0.2 0.0
O 4.88429 -1.04973 -1.07882 -1.3 0.0 0.8
H 5.47262 -0.76555 -1.77428 0.9 -0.5 0.3
H 3.76928 1.89310 -1.72483 -0.1 0.1 0.0
O -0.59214 -0.86729 -0.91808 0.6 -2.0 0.8
H -0.41224 -1.86519 -0.91400 -0.8 1.3 -0.8
H -0.85052 -0.85531 0.02064 -0.1 0.8 0.2
O 1.95198 -1.37552 -0.80158 -1.1 0.4 0.4
H 1.00515 -1.00369 -0.85163 0.5 -0.6 -0.4
H -3.60803 3.58883 -0.98754 -0.3 0.1 0.0
O 0.12482 -3.89569 -2.27333 0.6 -0.9 0.6
H -0.50533 -4.59782 -2.04068 -0.3 0.7 -0.4
H 0.87679 -4.22094 -1.76862 0.6 0.2 -0.2
O -2.02363 -2.81715 -1.89058 -3.8 0.7 -0.8
H -3.03175 -2.77364 -2.00678 1.9 -0.8 0.6
H -1.90924 -1.91981 -2.23558 0.8 0.0 0.0
O -1.49483 1.52377 1.16371 0.1 -0.3 -0.5
H -1.75738 1.94579 0.32759 0.1 0.0 0.4
H -2.33004 1.47437 1.62939 -0.2 0.0 0.3
O -0.36165 4.22623 2.35436 -0.3 -1.1 0.1
H -0.95781 4.92165 2.62093 0.2 0.6 0.0
H 0.45932 4.56204 2.00421 0.0 0.6 0.0
O -2.78511 -2.45271 2.36866 0.4 -0.2 -0.1
H -2.67896 -1.51455 2.54689 -0.1 0.2 0.1
H -3.65984 -2.69910 2.66746 -0.3 0.1 0.1
O 2.36399 0.76776 0.51923 -0.5 -1.7 -2.0
H 2.05586 -0.11852 0.09704 -0.1 0.2 0.5
H 3.24540 0.35419 0.83109 -0.1 1.6 0.4
O -0.01753 -3.65880 3.57729 1.0 1.3 0.1
H -0.71922 -3.54681 4.22030 -0.3 -0.8 -0.3
H -0.01023 -4.48145 3.09592 -0.7 -0.4 0.3
O 0.48241 -1.49310 1.65366 -0.9 0.5 -0.3
H 0.11418 -1.91816 2.44991 0.5 -0.7 -0.7
H 1.20222 -1.97453 1.24001 -0.1 -0.6 0.5
O 2.80839 2.01814 -1.69128 0.4 -0.7 -0.9
H 2.37654 1.20599 -0.42814 0.8 0.8 0.7
H 2.48150 1.61808 -2.53751 -0.1 0.4 1.0
O -1.77287 -0.06873 4.21542 0.1 -0.3 0.8
H -1.37137 0.68755 4.65796 0.1 0.4 -0.4
H -1.97138 -0.61666 4.99465 -0.1 -0.1 -0.5
O 1.33921 1.81963 -4.14288 0.0 -0.3 0.0
H 1.95071 2.56328 -4.22288 -0.7 0.2 -0.4
H 0.44964 2.04251 -4.47191 0.6 0.3 -0.2
H 3.20033 0.50582 2.85223 0.2 1.1 -0.2
H 2.19618 -1.57552 -1.70807 0.3 0.1 -0.1
```
Forces are in eV/Å.

The charge is +1. For the frontier orbital gap, the calculation gives 10.792 eV. The calculation puts the total energy at -1529.10980 a.u. The calculation puts the HOMO energy at -13.05 eV. The LUMO energy comes out at -2.3 eV.